No. 1
A structure of composition C36H27Cl3N4O7W in a non-equilibrium geometry. Source: the Open Molecules 2025 dataset; level of theory: ωB97M-V/def2-TZVPD.

Calculated values
**HOMO-LUMO gap**: 5.3 eV
**Total charge**: +2
**E_LUMO**: -8.043 eV

Geometry as XYZ:
```
78
Properties=species:S:1:pos:R:3:forces:R:3:mulliken_charge:R:1
W -0.078533 -0.552052 0.483453 -1.0 0.5 0.8 0.834
O -0.266550 -0.800555 -3.582940 0.1 0.2 0.1 -0.489
C -0.712817 -1.151541 -2.551491 -0.5 -0.5 -0.6 -0.229
O -0.211183 -0.652606 -1.343568 0.5 0.5 0.4 0.103
C -1.866250 -2.117413 -2.328637 0.2 0.1 0.4 -0.181
C -2.975821 -1.395692 -1.527997 0.0 -0.2 0.0 -0.413
C -4.279314 -2.181455 -1.611128 0.0 0.0 0.0 -1.007
C -3.983510 -3.382997 -0.680358 0.0 0.0 -0.1 -1.054
C -2.564252 -3.071620 -0.219639 -0.1 0.0 -0.2 -0.431
O -2.529792 -1.628140 -0.163934 -0.2 0.0 -0.2 -0.031
C -1.550589 -3.318723 -1.346549 0.0 0.4 0.2 0.373
C -0.140778 -3.163367 -0.834702 -0.2 -0.4 -0.3 -1.079
O 0.816420 -3.481693 -1.477479 0.0 -0.1 0.1 -0.467
O -0.032752 -2.531036 0.371866 0.2 0.4 0.1 -0.571
H -2.196349 -2.442441 -3.309383 0.0 -0.1 -0.1 0.788
H -3.060137 -0.333675 -1.719130 0.0 0.1 0.0 0.928
H -4.507307 -2.471643 -2.635438 0.0 0.0 0.0 0.478
H -5.103567 -1.579288 -1.235254 0.0 0.0 0.0 0.293
H -4.032742 -4.345630 -1.187099 0.0 0.0 0.0 0.395
H -4.662553 -3.406952 0.168213 0.0 0.0 0.0 0.378
H -2.286263 -3.491214 0.740381 0.0 0.0 0.1 0.776
H -1.641948 -4.282730 -1.839210 0.0 0.0 -0.1 0.825
C 0.643162 3.635676 -0.726847 0.0 0.1 0.1 -1.089
C 0.761202 4.280447 0.497657 0.0 0.0 0.0 -1.076
C 0.726949 3.547847 1.675622 0.0 0.2 -0.1 -0.804
C 0.573427 2.170689 1.633975 0.0 -0.2 0.0 1.138
C 0.479416 1.500535 0.399541 0.2 -0.3 -0.2 0.541
C 0.517129 2.259584 -0.770031 0.1 -0.4 -0.2 -0.308
C 0.524176 1.334751 2.841057 0.1 -0.2 0.0 1.283
C 0.520023 1.862976 4.137453 0.0 0.2 0.1 -0.942
C 0.457233 1.028184 5.211823 0.0 0.0 0.1 -1.381
C 0.410482 -0.364991 5.015793 0.0 0.0 -0.2 0.797
C 0.323570 -1.280861 6.087335 0.0 0.0 0.1 -0.970
C 0.263666 -2.622534 5.850117 0.0 -0.1 0.1 -0.802
C 0.308814 -3.104784 4.528126 0.0 0.0 0.0 -1.213
C 0.402143 -2.241153 3.471033 0.0 0.2 0.0 -0.202
C 0.431064 -0.847642 3.686915 0.1 -0.2 -0.1 -0.025
N 0.485187 0.022818 2.619451 -0.1 0.0 0.0 0.972
H 0.655287 4.206193 -1.646360 0.0 0.0 0.0 0.503
H 0.880783 5.355588 0.533827 0.0 0.0 0.0 0.460
H 0.832068 4.063678 2.619787 0.0 0.0 0.0 0.442
H 0.444730 1.765839 -1.731713 0.0 0.0 0.0 0.540
H 0.533670 2.932457 4.280953 0.0 0.0 0.0 0.644
H 0.445297 1.425655 6.220012 0.0 0.0 0.0 0.470
H 0.306833 -0.900530 7.101656 0.0 0.0 0.0 0.491
H 0.189411 -3.322680 6.671709 0.0 0.0 0.0 0.437
H 0.278127 -4.172455 4.351653 0.0 0.0 0.0 0.508
H 0.469252 -2.622849 2.468546 0.0 -0.1 -0.1 0.568
C 3.850975 -0.329166 2.055939 -0.1 0.1 0.0 -0.959
C 2.824739 0.019578 1.261782 0.4 0.1 0.0 -0.292
N 2.057693 -0.885846 0.528603 -1.2 0.4 0.2 1.033
C 2.717722 -2.136121 0.227718 -0.1 0.0 0.1 -0.064
C 3.871180 -2.516450 1.107255 -0.1 0.3 0.2 0.186
C 4.319047 -1.683717 2.063105 0.1 -0.2 -0.1 -0.889
C 4.498595 -3.757878 0.751177 0.1 -0.3 -0.1 -1.092
C 4.427922 -4.200402 -0.519261 0.1 0.0 0.3 -1.461
C 3.920867 -3.326783 -1.547688 -0.1 0.0 -0.2 1.581
C 4.217379 -3.509567 -2.896052 0.0 -0.1 0.1 -0.774
C 3.748295 -2.591391 -3.805813 -0.1 0.1 0.0 -0.527
N 3.074374 -1.492350 -3.429050 0.0 0.0 -0.1 -0.496
C 2.823924 -1.348510 -2.161594 0.1 -0.1 0.1 -0.322
N 3.192687 -2.231778 -1.210077 0.1 0.1 -0.2 0.504
H 4.354775 0.431789 2.635446 0.0 0.0 -0.1 0.546
H 2.551797 1.056865 1.175520 0.0 0.0 0.0 0.606
H 1.985083 -2.934623 0.301063 0.1 -0.1 -0.1 0.229
H 5.098078 -1.999053 2.747607 0.0 0.0 0.0 0.525
H 5.116525 -4.271707 1.479710 -0.1 0.0 0.0 0.498
H 4.930404 -5.104274 -0.832227 0.0 0.0 0.0 0.484
H 4.804238 -4.365215 -3.196653 0.0 0.0 0.0 0.485
H 3.907222 -2.709478 -4.870824 0.1 0.0 0.0 0.431
H 2.291585 -0.475935 -1.825919 -0.1 0.1 0.1 0.906
Cl -2.905318 3.334924 1.375850 0.1 -0.1 0.0 -0.088
C -3.413696 1.674703 1.710902 -0.1 -0.2 0.2 0.736
Cl -4.926642 1.322600 0.874580 0.0 -0.1 0.0 -0.103
Cl -3.592017 1.435531 3.441613 0.0 0.0 0.0 -0.105
C -2.355085 0.725398 1.130367 -0.2 0.0 -0.5 -0.226
O -1.987985 0.866289 -0.045173 0.5 0.0 0.1 -0.225
O -1.800581 -0.181404 1.832029 1.0 -0.1 -0.2 -0.326
```
Forces are in eV/Å.

No. 2
A cluster of 3 separate species, CH3N2O in total in a non-equilibrium geometry. Source: the Open Molecules 2025 dataset; level of theory: ωB97M-V/def2-TZVPD.

Calculated values
**HOMO-LUMO gap**: 8.1 eV
**Total charge**: +1
**E_LUMO**: -8.371 eV

Geometry as XYZ:
```
7
Properties=species:S:1:pos:R:3:forces:R:3:mulliken_charge:R:1
C 0.134159 -0.315202 0.479553 4.0 -3.2 0.1 0.245
N -2.133373 -0.103216 -0.061881 -2.4 0.0 -0.6 -0.059
N -1.113009 0.048343 0.301012 -1.8 1.8 -0.1 0.521
O 0.801049 0.225010 1.361197 -0.5 1.3 1.8 -0.224
H 0.370268 0.250137 -2.351332 0.2 -0.1 2.4 0.352
H 0.436342 0.201409 -1.515909 0.0 0.1 -2.7 -0.311
H 1.504565 -0.306480 1.787360 0.5 0.0 -0.8 0.476
```
Forces are in eV/Å.